No. 1
# C6H13NO

A cluster of 2 separate species, C6H13NO in total (wB97M-V/def2-TZVPD, the Open Molecules 2025 dataset).

Positions of all 21 atoms, in Å:
C: -1.88405 2.42250 1.41250
N: -1.78778 0.98226 1.47869
C: -1.07563 0.35147 0.43735
C: -0.89981 -1.00244 0.31397
C: 0.06738 -1.62415 -0.57489
C: 0.68241 -1.01588 -1.61922
C: 1.84645 -1.62729 -2.39364
H: -1.09724 2.92195 1.98051
H: -2.80571 2.72812 1.92842
H: -1.91426 2.80844 0.39075
H: -2.57685 0.54712 1.91735
H: -0.44314 0.97638 -0.17512
H: -1.42158 -1.74348 0.91880
H: 0.35270 -2.64472 -0.31973
H: 0.36863 -0.02396 -1.92278
H: 2.03628 -0.89840 -3.18431
H: 2.73021 -1.81942 -1.77852
H: 1.52555 -2.55083 -2.87923
H: 2.87131 0.25949 1.48539
H: 1.38173 0.21489 1.04546
O: 2.04344 0.73796 1.53826

Computed properties:
Net charge: -1
Expectation value of S²: 0.7680
2S+1: 2
Frontier orbital gap (alpha / beta), eV: 3.40 / 6.09

No. 2
# C23H21Br2NO4PPtSSe

A structure of composition C23H21Br2NO4PPtSSe (wB97M-V/def2-TZVPD, the Open Molecules 2025 dataset).

Positions of all 55 atoms, in Å:
Pt: 0.05579 -0.79661 0.57624
S: -3.98921 -0.92296 2.35712
C: -3.23513 0.46503 3.00349
C: -1.99257 0.69194 2.48129
C: -1.59241 -0.34137 1.59550
C: -2.57798 -1.28824 1.44960
C: -2.39466 -2.29714 0.44175
C: -3.30316 -3.28947 0.08759
C: -3.03552 -4.10933 -0.98828
C: -1.87093 -3.91441 -1.71938
C: -0.99753 -2.92926 -1.31318
N: -1.21886 -2.16257 -0.24043
H: -3.76695 1.07546 3.71625
H: -1.40293 1.55882 2.74189
H: -4.21920 -3.38916 0.65319
H: -3.73902 -4.87990 -1.27368
H: -1.64440 -4.50191 -2.59672
H: -0.09818 -2.71861 -1.86827
Br: -0.26037 2.18612 -0.94562
C: 0.25050 3.51298 0.36188
Br: -1.25529 4.36791 1.18679
H: 0.83667 4.26781 -0.14502
H: 0.81536 3.00355 1.13341
C: 2.41611 -3.21643 -1.18546
P: 2.17276 -1.63688 -0.31243
C: 2.86411 -1.95040 1.35441
C: 3.43966 -0.92564 2.00484
C: 3.38168 -0.80439 3.48640
C: 2.64145 -1.89983 4.17421
C: 2.41301 -3.10005 3.50739
C: 2.41867 -3.07370 2.13426
C: 3.33037 -0.48554 -1.09295
C: 4.39656 -0.90942 -1.88531
C: 5.25295 0.02111 -2.45362
C: 5.05626 1.37688 -2.23248
C: 3.99400 1.80513 -1.44952
C: 3.12712 0.87997 -0.88981
H: 3.45875 -3.52629 -1.14185
H: 2.12229 -3.10915 -2.22999
H: 1.79875 -3.99424 -0.73750
H: 3.83647 -0.06331 1.48443
H: 4.40695 -0.87093 3.89483
H: 2.53751 -1.81323 5.24661
H: 2.04785 -3.96731 4.03661
H: 2.05005 -3.94952 1.61033
H: 4.57204 -1.95962 -2.07411
H: 6.07399 -0.31541 -3.07218
H: 5.72619 2.09992 -2.67813
H: 3.83252 2.86240 -1.28532
H: 2.28503 1.21430 -0.29938
O: 0.71667 -0.91216 3.94693
Se: 1.14869 0.55660 3.39772
O: 0.62467 1.89448 4.05216
O: 1.20906 0.59582 1.72728
O: 2.88753 0.48801 3.81625

Computed properties:
Net charge: +1
2S+1: 1
Frontier orbital gap, eV: 5.46

No. 3
# Br2H4Si2

The molecule Br2H4Si2 (wB97M-V/def2-TZVPD, the Open Molecules 2025 dataset).

Positions of all 8 atoms, in Å:
Br: 2.73206 -0.17735 -0.21665
Si: 0.81574 0.94068 0.10576
Si: -0.65824 -0.83267 0.08157
Br: -2.65193 0.02989 -0.21361
H: 0.68797 1.63603 1.32765
H: 0.38071 1.72496 -1.19142
H: -0.80085 -1.72646 1.19892
H: -0.50546 -1.59508 -1.09221

Computed properties:
Structure (SMILES): Br[SiH2][SiH2]Br
Net charge: 0
2S+1: 1
Frontier orbital gap, eV: 10.05

No. 4
# C25H28BaF9N7O3PS

A structure of composition C25H28BaF9N7O3PS (wB97M-V/def2-TZVPD, the Open Molecules 2025 dataset).

Positions of all 75 atoms, in Å:
Ba: -0.22012 -0.32209 -0.30865
C: -0.21051 4.22421 3.29134
N: 0.35380 3.55058 2.17748
C: 1.44234 3.97376 1.45067
C: 1.70394 3.08435 0.45906
N: 0.74357 2.01206 0.51465
C: -0.10071 2.33525 1.61127
P: -1.48263 1.42066 2.22100
C: -0.90899 -0.20183 2.81124
N: -0.33666 -1.21684 2.15926
C: -0.08098 -2.19371 3.07767
C: -0.49581 -1.79199 4.31110
N: -1.02002 -0.53482 4.13609
C: -1.58340 0.28279 5.18867
C: -2.76987 1.10248 0.90905
N: -2.69996 0.48372 -0.27135
C: -3.93421 0.53428 -0.83404
C: -4.79087 1.19404 -0.00154
N: -4.04851 1.54574 1.09522
C: -4.56230 2.27499 2.24093
H: 0.35246 5.13854 3.48042
H: -0.16068 3.57346 4.18157
H: -1.25789 4.48452 3.08417
H: 1.95310 4.88859 1.70839
H: 2.48333 3.11497 -0.28131
H: 0.38705 -3.12427 2.79746
H: -0.46434 -2.27629 5.27154
H: -1.52358 -0.26425 6.12841
H: -2.62570 0.50532 4.96939
H: -1.01457 1.21069 5.27072
H: -4.13235 0.10011 -1.80010
H: -5.83513 1.43744 -0.09319
H: -5.61634 2.48940 2.07469
H: -4.01766 3.21067 2.35340
H: -4.45695 1.67312 3.14108
O: -0.26351 1.93803 -0.35163
O: -1.61988 -3.07485 -0.65771
S: -0.22294 -3.50361 -0.32776
C: -0.19194 -5.32945 -0.32689
C: 0.20693 -5.77865 -1.72861
C: 1.30687 -4.81396 -2.16215
C: 0.75010 -3.41641 -1.90114
H: -1.16895 -5.69443 -0.01698
H: 0.55446 -5.63554 0.40952
H: -0.64583 -5.70126 -2.40569
H: 0.54621 -6.81648 -1.73408
H: 1.57646 -4.94243 -3.21104
H: 2.20781 -4.98312 -1.56532
H: 0.06312 -3.10328 -2.68910
H: 1.52630 -2.67022 -1.79915
C: 5.43847 -0.25278 -0.20050
C: 4.67627 0.39009 0.75802
C: 3.29393 0.32505 0.65951
N: 2.65394 -0.32711 -0.31128
C: 3.40827 -0.94037 -1.22751
C: 4.79226 -0.93373 -1.21921
H: 6.52054 -0.22231 -0.15774
H: 5.13857 0.93538 1.56883
H: 2.65614 0.81503 1.38521
H: 2.86946 -1.45239 -2.01332
H: 5.34794 -1.44640 -1.99269
F: 0.04078 1.89483 -5.91294
C: -0.09046 0.72355 -5.24530
F: 0.91930 -0.06374 -5.67289
F: -1.23264 0.16754 -5.68656
C: -0.08458 0.86147 -3.68277
O: -0.21184 -0.32261 -3.07917
C: -1.26806 1.87149 -3.35715
F: -1.37293 2.14702 -2.07812
F: -2.45829 1.35603 -3.76029
F: -1.14153 3.06922 -3.99639
C: 1.26268 1.58484 -3.29710
F: 2.33639 0.83649 -3.65606
F: 1.38251 1.80303 -1.98288
F: 1.42879 2.78643 -3.89973

Computed properties:
Net charge: -1
2S+1: 1
Frontier orbital gap, eV: 3.07

For each record above, in turn, the calculated largest force on an atom values are 0.036; 0.013; 0.051; 0.082 Eh/bohr.
For each record above, in turn, the calculated energy relative to the best compared isomer or geometry (same formula, charge and spin) values are 1.555; 3.725; 0.384; 3.349 eV.